2 unconnected molecules or ions with the total composition C13H29FN3O3S. Source: OMol25; level of theory: ωB97M-V/def2-TZVPD.

Positions of all 50 atoms, in Å:
1 N -1.25 3.82 -5.69
2 C -0.86 4.29 -4.53
3 C 0.63 4.28 -3.96
4 N 0.86 3.44 -2.75
5 C 0.05 3.85 -1.58
6 C 0.07 2.81 -0.36
7 F -0.67 3.44 0.73
8 C 0.80 2.00 -3.02
9 O 1.71 1.29 -2.51
10 O -0.14 1.33 -3.86
11 S -1.27 0.45 -2.96
12 H -0.38 3.45 -6.13
13 H -1.66 4.75 -3.84
14 H 1.30 3.84 -4.80
15 H 1.00 5.36 -3.80
16 H -1.03 4.11 -1.79
17 H 0.54 4.82 -1.17
18 H 1.10 2.45 -0.05
19 H -0.58 1.92 -0.68
20 H -2.42 1.27 -2.98
21 C 1.45 -1.69 -0.13
22 C 1.26 -2.48 1.16
23 N 0.86 -1.62 2.37
24 C 1.97 -0.60 2.60
25 C 0.86 -2.49 3.64
26 C -0.17 -3.59 3.70
27 C -0.44 -0.81 2.17
28 C -1.69 -1.58 1.74
29 O -1.51 -2.21 0.48
30 C -2.40 -3.30 0.27
31 H 2.32 -1.03 -0.07
32 H 1.64 -2.38 -0.95
33 H 0.58 -1.10 -0.40
34 H 2.19 -2.98 1.42
35 H 0.51 -3.26 1.03
36 H 2.92 -1.13 2.68
37 H 1.76 -0.06 3.53
38 H 1.99 0.11 1.77
39 H 0.72 -1.81 4.49
40 H 1.86 -2.92 3.71
41 H -1.13 -3.22 4.06
42 H 0.14 -4.34 4.44
43 H -0.32 -4.12 2.76
44 H -0.21 -0.06 1.42
45 H -0.62 -0.31 3.12
46 H -2.51 -0.86 1.64
47 H -2.00 -2.30 2.50
48 H -3.27 -3.27 0.93
49 H -1.84 -4.23 0.44
50 H -2.73 -3.28 -0.77

Values from the calculation:
net charge = +1
largest force on an atom = 0.0975 hartree/bohr
molecular weight = 326.5 g/mol
HOMO-LUMO gap = 9.29 eV
LUMO = -2.396 eV